[1]
Here is the molecule C3H4OS2 from the OMol25 dataset. Energies are from the ωB97M-V functional and the def2-TZVPD basis.

Output
* energy relative to the best compared isomer or geometry (same formula, charge and spin): 4.1 kcal per mole
* lowest unoccupied orbital energy: 0.5 eV
* HOMO-LUMO gap: 9.83 eV
* SMILES string: O=C1CSCS1
* E_HOMO: -9.33 eV

Last column: Löwdin charge in e.
CARTESIAN COORDINATES (ANGSTROEM)
C: -0.3709 1.2571 0.1628  -0.765
C: 0.7829 0.4909 0.7741  -0.460
C: -0.3891 -1.2088 -0.8422  -0.800
H: 0.4338 0.0980 1.7265  0.091
H: 1.6371 1.1326 0.9673  0.089
H: -0.9352 -1.8929 -0.1836  0.036
H: -0.4328 -1.7585 -1.8110  0.052
O: -0.6530 2.4020 0.4995  0.000
S: 1.2807 -0.8545 -0.3066  0.822
S: -1.3534 0.3340 -0.9869  0.934

[2]
Here is the molecule C3H4OS2 from the OMol25 dataset. Energies are from the ωB97M-V functional and the def2-TZVPD basis.

Output
* energy relative to the best compared isomer or geometry (same formula, charge and spin): 86.5 kcal per mole
* lowest unoccupied orbital energy (alpha / beta): -1.4 / -0.9 eV
* HOMO-LUMO gap (alpha / beta): 6.21 / 6.85 eV
* E_HOMO (alpha / beta): -7.58 / -7.74 eV

Last column: Löwdin charge in e.
CARTESIAN COORDINATES (ANGSTROEM)
C: -0.3635 0.2613 -1.9178  -0.731
C: -0.3914 0.9700 -0.7374  -0.519
C: 0.3613 -1.1719 1.2737  -0.441
O: 0.4076 -1.5243 2.5243  0.009
S: -0.1356 -1.4016 -2.1590  0.526
S: -0.3488 0.3835 0.9200  1.017
H: -0.5458 0.5987 -2.9370  0.023
H: -0.7806 1.9055 -0.5961  -0.005
H: 0.2530 -1.8495 0.3969  0.016
H: 0.6190 -0.9369 3.2265  0.105

[3]
Here is a structure of composition C3H4OS3 from the OMol25 dataset. Energies are from the ωB97M-V functional and the def2-TZVPD basis.

Output
* energy relative to the best compared isomer or geometry (same formula, charge and spin): 94.2 kcal per mole
* lowest unoccupied orbital energy: -2.1 eV
* HOMO-LUMO gap: 6.80 eV
* E_HOMO: -8.94 eV

Last column: Löwdin charge in e.
CARTESIAN COORDINATES (ANGSTROEM)
C: -1.1232 0.6738 -0.1932  -0.337
C: -0.2337 -0.6187 -0.2425  -0.908
C: 1.1664 -0.3456 -0.3570  -1.091
H: -0.6034 2.2868 1.3570  0.248
H: -2.2345 0.2897 -0.6812  0.142
H: -0.5319 1.2540 -1.1722  0.120
H: 1.5436 -2.4134 0.9672  -0.176
O: -1.2003 1.2344 1.1985  -0.198
S: -1.0050 -1.9881 -0.5984  0.806
S: 2.3335 -1.4630 0.5587  0.728
S: 1.8885 1.0902 -0.8368  0.664

[4]
Here is the molecule C3H4P2 from the OMol25 dataset. Energies are from the ωB97M-V functional and the def2-TZVPD basis.

Output
* energy relative to the best compared isomer or geometry (same formula, charge and spin): 53.5 kcal per mole
* lowest unoccupied orbital energy (alpha / beta): -1.1 / -1.3 eV
* HOMO-LUMO gap (alpha / beta): 6.38 / 5.45 eV
* E_HOMO (alpha / beta): -7.44 / -6.74 eV

Last column: Löwdin charge in e.
CARTESIAN COORDINATES (ANGSTROEM)
C: 1.3693 -0.1923 0.0542  -1.004
C: -0.2705 -0.6830 -0.0151  -0.144
C: -1.3179 0.3456 -0.0244  -0.191
P: 3.0117 -0.7905 0.0442  0.591
P: 2.4216 1.2183 -0.0018  0.512
H: -0.4111 -1.7394 0.0369  0.036
H: -0.8998 1.3302 0.1724  0.059
H: -2.0805 0.1295 0.7292  0.069
H: -1.8228 0.3815 -0.9957  0.070

[5]
Here is the molecule C3H4P2 from the OMol25 dataset. Energies are from the ωB97M-V functional and the def2-TZVPD basis.

Output
* energy relative to the best compared isomer or geometry (same formula, charge and spin): 38.6 kcal per mole
* lowest unoccupied orbital energy: -0.7 eV
* HOMO-LUMO gap: 8.00 eV
* SMILES string: C=CP1#P=C1
* E_HOMO: -8.67 eV

Last column: Löwdin charge in e.
CARTESIAN COORDINATES (ANGSTROEM)
C: -1.1948 -0.0768 -0.9719  -0.127
C: -0.6991 -0.8313 0.0304  -0.464
C: 1.2814 0.4199 1.1328  -0.680
P: 1.1155 -1.0677 0.1471  0.580
P: 1.8938 0.8911 -0.4409  0.644
H: -2.1365 0.3750 -0.7637  0.038
H: -0.5754 0.2560 -1.8005  0.023
H: -1.4340 -0.9324 0.7955  0.044
H: 1.7490 0.9662 1.8711  -0.058

[6]
Here is a cluster of 2 separate species, C3H4S in total from the OMol25 dataset. Energies are from the ωB97M-V functional and the def2-TZVPD basis.

Output
* energy relative to the best compared isomer or geometry (same formula, charge and spin): 79.2 kcal per mole
* lowest unoccupied orbital energy: 0.6 eV
* HOMO-LUMO gap: 9.70 eV
* SMILES string: C1=CC=1.S
* E_HOMO: -9.12 eV

Last column: Löwdin charge in e.
CARTESIAN COORDINATES (ANGSTROEM)
C: -1.9532 0.5052 -0.9149  -0.034
C: -0.8437 0.1491 -0.1540  -0.107
C: -0.8934 -0.3128 -1.4907  0.007
S: 2.4615 -1.0792 0.6221  0.558
H: -2.8447 1.0897 -0.9836  0.078
H: -0.3233 0.3329 0.7258  0.044
H: 2.7165 -0.5836 1.7927  -0.241
H: 1.6803 -0.1013 0.4026  -0.306

[7]
Here is the molecule C3H4S from the OMol25 dataset. Energies are from the ωB97M-V functional and the def2-TZVPD basis.

Output
* energy relative to the best compared isomer or geometry (same formula, charge and spin): 26.2 kcal per mole
* lowest unoccupied orbital energy: 0.9 eV
* HOMO-LUMO gap: 10.24 eV
* SMILES string: C#CCS
* E_HOMO: -9.34 eV

Last column: Löwdin charge in e.
CARTESIAN COORDINATES (ANGSTROEM)
C: -1.6623 -0.5069 -0.4076  0.084
C: -0.4758 -0.3245 -0.4481  -0.228
C: 0.9333 -0.1342 0.0235  -0.608
S: 1.1416 1.4621 0.8352  0.689
H: -2.6302 -0.8133 -0.7884  0.037
H: 1.5900 -0.0527 -0.9433  0.099
H: 1.2736 -0.9947 0.5344  0.050
H: -0.1703 1.3641 1.1942  -0.122

[8]
Here is the molecule C3H4S from the OMol25 dataset. Energies are from the ωB97M-V functional and the def2-TZVPD basis.

Output
* energy relative to the best compared isomer or geometry (same formula, charge and spin): 41.8 kcal per mole
* lowest unoccupied orbital energy: -1.0 eV
* HOMO-LUMO gap: 7.67 eV
* SMILES string: C=CC=S
* E_HOMO: -8.71 eV

Last column: Löwdin charge in e.
CARTESIAN COORDINATES (ANGSTROEM)
C: -1.3048 -0.1362 0.0661  -0.008
C: -0.2530 0.6495 -0.0065  -0.154
C: 1.2589 -0.0838 -0.0516  -0.474
S: 3.0803 -0.0924 0.0139  0.460
H: -2.2949 0.2869 0.1149  0.063
H: -1.2457 -1.2122 0.0949  0.065
H: -0.2536 1.7213 -0.0364  0.073
H: 1.0128 -1.1331 -0.1953  -0.024

[9]
Here is the molecule C3H4S from the OMol25 dataset. Energies are from the ωB97M-V functional and the def2-TZVPD basis.

Output
* energy relative to the best compared isomer or geometry (same formula, charge and spin): 32.3 kcal per mole
* lowest unoccupied orbital energy: 0.8 eV
* HOMO-LUMO gap: 9.31 eV
* SMILES string: CC#CS
* E_HOMO: -8.47 eV

Last column: Löwdin charge in e.
CARTESIAN COORDINATES (ANGSTROEM)
C: -0.0326 0.0676 -0.0089  -0.150
C: 1.2498 0.1947 -0.2230  -0.551
C: -1.4818 0.0002 0.1293  -0.157
S: 2.8882 0.2718 0.1547  0.754
H: -1.7773 -1.0991 0.0672  0.090
H: -2.1590 0.6914 -0.3964  0.069
H: -1.8732 0.1992 1.2260  0.111
H: 3.1859 -0.3258 -0.9488  -0.166

[10]
Here is a cluster of 2 separate species, C3H4S2 in total from the OMol25 dataset. Energies are from the ωB97M-V functional and the def2-TZVPD basis.

Output
* energy relative to the best compared isomer or geometry (same formula, charge and spin): 102.0 kcal per mole
* lowest unoccupied orbital energy: -0.3 eV
* HOMO-LUMO gap: 8.84 eV
* E_HOMO: -9.14 eV

Last column: Löwdin charge in e.
CARTESIAN COORDINATES (ANGSTROEM)
C: 1.6274 -0.6334 0.6484  -0.036
C: 2.2509 -0.0877 -0.2191  -0.008
C: -1.4525 -0.2139 0.5712  -0.949
S: -1.3333 1.4879 -0.0474  0.611
S: -2.0860 -1.2471 -0.5180  0.699
H: 0.7647 -0.9445 1.2193  -0.006
H: -0.2406 1.6451 0.6385  -0.186
H: 2.9539 0.5482 -0.7170  0.021
H: -2.4845 -0.5545 -1.5758  -0.146